{"formula": "C4H8N2O6", "method": "ωB97M-V/def2-TZVPD", "species": ["C", "C", "C", "C", "N", "N", "O", "O", "O", "O", "O", "O", "H", "H", "H", "H", "H", "H", "H", "H"], "positions_angstrom": [[1.102090, 0.298643, -0.897368], [1.035370, 1.393055, 0.244067], [0.008988, -0.694921, -0.698561], [-0.252445, -0.973291, 0.871424], [1.269808, 0.759846, 1.559922], [0.625309, -0.315004, 1.841107], [1.902112, 1.451547, 2.316934], [0.694195, -0.906393, 2.949394], [0.431882, -1.890388, -1.203828], [-1.182284, -0.179544, -1.339905], [-0.642646, -2.078871, 1.361056], [-1.825572, 0.329048, 1.064508], [0.912515, 0.629851, -1.922400], [2.127287, -0.279653, -0.848311], [1.839072, 2.059959, 0.089357], [0.148697, 1.891742, 0.249955], [-0.351301, -2.552149, -1.450865], [-1.659389, 0.185164, -0.644475], [-0.058414, -2.063355, 2.221799], [-2.285916, 0.273520, 1.984969]], "forces_ev_per_a": [[2.0, -0.5, 1.2], [1.9, -3.3, -2.5], [-2.3, -0.2, 0.7], [-2.4, 3.2, -0.9], [-1.2, 1.0, -2.1], [0.3, -0.1, -0.7], [0.9, -0.3, 2.1], [0.4, -0.4, 1.1], [-2.0, -2.7, -1.6], [3.3, -2.4, -1.5], [1.0, -0.4, -0.2], [0.7, -1.1, 1.9], [0.4, 0.5, 0.4], [-1.9, 1.3, -0.1], [0.8, 0.7, 0.3], [-2.7, 1.2, 0.2], [2.2, 2.4, 1.0], [-2.3, 1.3, 2.6], [-0.8, -0.2, 0.5], [1.5, -0.2, -2.4]], "nbo_charge": [-0.449, -0.255, 0.461, 0.686, 0.347, 0.149, -0.364, -0.514, -0.706, -0.714, -0.607, -1.037, 0.267, 0.232, 0.243, 0.248, 0.511, 0.515, 0.509, 0.479], "homo_lumo_gap_ev": [8.474, 8.471], "lumo_energy_ev": [-0.98, -0.99], "homo_ev": [-9.5, -9.5], "largest_force_ev_per_a": 4.546}